# 1
# C31H39BClF9N2O2S

2 unconnected molecules or ions with the total composition C31H39BClF9N2O2S at a distorted geometry (ωB97M-V with the def2-TZVPD basis set, the OMol25 dataset).

XYZ file:
```
86
C31H39BClF9N2O2S ωB97M-V with the def2-TZVPD basis set
C 1.086 -2.084 2.540
C 2.132 -1.148 2.292
C 3.024 -1.075 1.014
C 2.595 -2.026 -0.138
C 2.954 -3.445 -0.127
C 2.597 -4.389 -1.178
C 1.848 -3.881 -2.324
C 1.372 -4.771 -3.534
N -0.109 -4.910 -3.517
C -0.644 -5.139 -2.145
C 1.488 -2.470 -2.353
C 1.815 -1.504 -1.279
N 1.414 -0.107 -1.291
C 2.353 0.763 -2.060
O 3.622 0.116 -2.254
C 4.646 1.027 -1.809
C 6.084 0.546 -2.245
C 0.040 0.071 -1.701
C -0.871 0.946 -0.967
C -2.283 1.146 -1.359
C -3.106 2.078 -0.431
F -4.045 2.828 -1.125
F -2.194 3.037 0.054
C -3.701 1.394 0.861
F -4.247 2.444 1.609
F -2.695 0.896 1.669
C -4.885 0.378 0.643
F -5.773 0.748 -0.331
F -5.621 0.390 1.828
C -4.487 -1.138 0.391
F -4.876 -1.967 1.402
F -5.176 -1.573 -0.728
F -3.173 -1.373 0.143
C -2.792 0.457 -2.541
Cl -4.474 0.645 -3.099
C -1.926 -0.434 -3.312
B -2.516 -1.205 -4.600
C -2.653 -0.332 -5.962
O -2.886 -2.570 -4.561
C -0.551 -0.611 -2.882
S 0.571 -1.748 -3.769
H 0.035 -1.760 2.346
H 1.354 -3.078 2.970
H 2.378 -0.405 3.110
H 4.090 -1.367 1.284
H 3.113 -0.034 0.595
H 3.540 -3.850 0.737
H 2.862 -5.472 -1.183
H 1.662 -4.311 -4.518
H 1.814 -5.810 -3.471
H -0.418 -5.672 -4.119
H 0.027 -5.792 -1.516
H -1.639 -5.651 -2.277
H -0.855 -4.148 -1.667
H 1.899 1.129 -3.020
H 2.560 1.664 -1.408
H 4.513 2.055 -2.256
H 4.666 1.148 -0.690
H 6.895 1.052 -1.646
H 6.255 0.693 -3.340
H 6.169 -0.548 -1.984
H -0.458 1.444 -0.055
H -2.325 0.725 -5.737
H -3.719 -0.292 -6.301
H -1.940 -0.722 -6.737
H -2.181 -3.127 -4.947
C 0.020 1.614 3.352
C -0.826 2.876 3.472
C 0.002 4.136 3.721
C 0.798 4.144 5.028
C -0.036 3.957 6.296
C -1.051 5.072 6.518
H 0.569 1.405 4.273
H -0.616 0.750 3.146
H 0.742 1.704 2.535
H -1.571 2.743 4.263
H -1.387 3.007 2.543
H -0.663 5.004 3.695
H 0.703 4.270 2.889
H 1.342 5.092 5.098
H 1.564 3.362 4.994
H 0.642 3.928 7.155
H -0.548 2.990 6.280
H -0.553 6.042 6.588
H -1.597 4.904 7.449
H -1.784 5.117 5.711
```

Summary:
Structure (SMILES): C=CCc1ccc(CNC)c2c1N(COCC)c1cc(C(F)(F)C(F)(F)C(F)(F)C(F)(F)F)c(Cl)c(B(C)O)c1S2.CCCCCC
Orbital gap: 6.70 eV
Charge: 0
LUMO: -0.0189 Ha
Energy relative to the best compared isomer or geometry (same formula, charge and spin): 0.000 eV
Multiplicity: 1

These are the Löwdin partial charges, in e, on atoms 1 to 2:
1 C -0.027
2 C -0.134

***

# 2
# C31H39BaN5O2P2

A molecular structure, C31H39BaN5O2P2 at a distorted geometry (ωB97M-V with the def2-TZVPD basis set, the OMol25 dataset).

XYZ file:
```
80
C31H39BaN5O2P2 ωB97M-V with the def2-TZVPD basis set
Ba -0.132 0.310 3.197
C -1.763 1.958 -5.760
C -1.841 0.748 -5.191
C -1.032 -0.484 -5.474
C 0.315 -0.282 -6.203
C 1.258 0.617 -5.447
C 1.336 1.952 -5.471
C 0.527 2.939 -6.270
C -0.822 2.436 -6.833
C 2.118 0.719 4.509
H -2.476 2.728 -5.433
H -2.632 0.586 -4.449
H -1.631 -1.214 -6.047
H -0.832 -0.966 -4.503
H 0.791 -1.276 -6.264
H 0.142 0.049 -7.234
H 1.972 0.071 -4.815
H 2.124 2.429 -4.877
H 1.126 3.343 -7.104
H 0.329 3.799 -5.609
H -1.296 3.303 -7.325
H -0.647 1.687 -7.614
H 1.400 1.459 4.950
H 2.869 1.010 3.745
H 2.067 -0.332 4.899
P 2.084 -0.485 1.021
P -1.342 -0.790 0.779
N 3.003 0.858 0.600
N 3.225 -1.661 1.406
N -1.811 0.603 0.032
N -2.585 -1.639 1.431
C 1.182 -1.027 -0.466
C -0.194 -1.725 -0.192
C 2.769 2.195 0.990
C 3.631 2.991 0.267
C 4.404 2.136 -0.595
C 4.006 0.835 -0.374
C 4.039 -1.640 2.563
C 4.637 -2.878 2.674
C 4.154 -3.701 1.597
C 3.267 -2.951 0.857
C -2.007 1.899 0.571
C -2.501 2.676 -0.450
C -2.579 1.866 -1.634
C -2.138 0.605 -1.325
C -3.662 -1.995 0.606
C -4.390 -2.925 1.298
C -3.759 -3.164 2.567
C -2.638 -2.375 2.642
H 1.840 -1.711 -1.013
H 1.035 -0.114 -1.067
H -0.778 -1.880 -1.104
H -0.066 -2.683 0.347
H 2.032 2.432 1.751
H 3.717 4.064 0.325
H 5.169 2.434 -1.296
H 4.302 -0.118 -0.783
H 4.098 -0.753 3.179
H 5.351 -3.179 3.422
H 4.425 -4.720 1.377
H 2.661 -3.169 -0.007
H -1.799 2.119 1.619
H -2.795 3.711 -0.394
H -2.921 2.155 -2.613
H -2.004 -0.314 -1.877
H -3.740 -1.496 -0.350
H -5.286 -3.377 0.918
H -4.104 -3.845 3.323
H -1.885 -2.226 3.417
O -2.367 1.937 4.901
C -2.189 0.885 5.532
C -2.758 0.404 6.828
C -2.137 -0.985 7.073
C -1.207 -1.226 5.930
O -0.467 -2.181 5.683
N -1.355 -0.128 5.118
H -2.489 1.101 7.633
H -3.854 0.351 6.769
H -1.587 -1.015 8.021
H -2.908 -1.769 7.097
```

Summary:
Orbital gap: 5.64 eV
Charge: 0
LUMO: 0.0064 Ha
Energy relative to the best compared isomer or geometry (same formula, charge and spin): 0.000 eV
Multiplicity: 1

These are the Löwdin partial charges, in e, on atoms 1 to 2:
1 Ba 1.588
2 C -0.105

***

# 3
# C31H39F40N3O7SSb

A molecular structure, C31H39F40N3O7SSb at a distorted geometry (ωB97M-V with the def2-TZVPD basis set, the OMol25 dataset).

XYZ file:
```
122
C31H39F40N3O7SSb ωB97M-V with the def2-TZVPD basis set
N -4.497 0.287 -4.735
C -4.652 1.534 -4.695
N -5.679 2.127 -5.430
N -3.864 2.388 -3.850
C -3.263 3.608 -4.427
C -1.885 3.385 -5.060
C -1.778 2.166 -5.982
C -2.534 2.345 -7.305
Sb -2.057 0.898 -8.909
C -2.440 -0.813 -7.436
S -1.816 -2.308 -8.006
O -1.100 -3.023 -6.960
O -2.830 -3.030 -8.745
H -3.717 0.048 -4.125
H -5.805 1.632 -6.307
H -5.499 3.099 -5.638
H -4.488 2.701 -3.110
H -3.138 4.293 -3.580
H -3.918 4.139 -5.137
H -1.659 4.267 -5.678
H -1.124 3.350 -4.270
H -2.101 1.263 -5.454
H -0.716 2.040 -6.232
H -3.624 2.339 -7.180
H -2.252 3.325 -7.720
H -0.367 0.897 -8.499
H -1.740 -0.339 -10.155
H -3.782 0.847 -9.355
H -1.811 2.185 -10.111
H -1.977 -0.621 -6.465
H -3.520 -0.971 -7.343
H -0.878 -1.920 -8.903
C -2.048 -3.648 -3.760
C -1.725 -5.020 -3.163
C -2.726 -5.622 -2.173
F -2.859 -4.846 -1.077
F -2.271 -6.833 -1.770
F -0.490 -5.021 -2.609
F -1.709 -5.896 -4.207
O -1.439 -2.516 -3.158
C -1.976 -1.864 -2.100
C -1.069 -1.924 -0.861
F -0.825 -3.195 -0.493
F -1.704 -1.309 0.176
F -3.220 -2.279 -1.801
F -2.058 -0.549 -2.419
H -1.624 -3.668 -4.767
H -3.124 -3.508 -3.881
H -3.701 -5.753 -2.648
H -0.124 -1.417 -1.061
C 3.215 -1.789 -4.410
C 2.017 -0.995 -4.943
C 2.192 -0.216 -6.252
F 3.154 0.727 -6.122
F 1.030 0.389 -6.540
F 1.546 -0.172 -3.978
F 1.060 -1.921 -5.208
O 4.011 -1.182 -3.404
C 5.061 -0.367 -3.690
C 4.853 1.064 -3.169
F 3.740 1.608 -3.684
F 5.915 1.816 -3.544
F 5.382 -0.371 -4.994
F 6.139 -0.848 -3.014
H 2.767 -2.646 -3.909
H 3.826 -2.177 -5.226
H 2.455 -0.889 -7.072
H 4.782 1.052 -2.080
C -0.913 -1.065 4.662
C -2.134 -0.238 4.247
C -1.987 0.753 3.089
F -1.072 1.704 3.376
F -3.177 1.359 2.897
F -2.645 0.390 5.334
F -3.059 -1.141 3.820
O -0.166 -0.609 5.785
C 0.859 0.283 5.702
C 0.575 1.586 6.469
F -0.539 2.182 6.016
F 1.623 2.421 6.275
F 1.231 0.536 4.436
F 1.928 -0.276 6.327
H -1.331 -2.008 5.005
H -0.271 -1.296 3.811
H -1.700 0.232 2.172
H 0.467 1.383 7.536
C -0.195 -2.251 8.735
C -1.655 -2.607 8.425
C -2.710 -1.506 8.576
F -2.777 -1.075 9.851
F -3.913 -2.018 8.236
F -2.026 -3.707 9.108
F -1.672 -2.911 7.091
O 0.310 -2.596 10.010
C 0.194 -1.776 11.093
C -0.639 -2.410 12.219
F -1.868 -2.733 11.778
F -0.764 -1.511 13.221
F -0.271 -0.557 10.766
F 1.436 -1.606 11.605
H 0.384 -2.864 8.046
H 0.014 -1.210 8.484
H -2.482 -0.666 7.914
H -0.137 -3.306 12.589
C 4.361 2.452 4.344
C 5.165 3.362 5.280
C 4.917 4.872 5.199
F 5.232 5.351 3.981
F 5.704 5.486 6.111
F 6.485 3.108 5.166
F 4.784 3.016 6.547
O 4.982 2.009 3.154
C 4.951 2.727 1.996
C 6.354 3.148 1.530
F 6.973 3.874 2.480
F 6.230 3.909 0.422
F 4.122 3.780 2.069
F 4.473 1.905 1.029
H 4.218 1.537 4.917
H 3.367 2.861 4.157
H 3.871 5.100 5.423
H 6.950 2.262 1.304
```

Summary:
Orbital gap: 5.76 eV
Charge: -1
LUMO: 0.0472 Ha
Multiplicity: 1

These are the Löwdin partial charges, in e, on atoms 1 to 2:
1 N 0.149
2 C -0.578